(1)
Entry from the Open Molecules 2025 dataset: a gas-phase ion, C8H18NO (charge +1) at a distorted geometry (ωB97M-V/def2-TZVPD).

Computed properties:
SMILES string: CC(C)C[N+]1(CCO)CC1
Frontier orbital gap: 0.450 Ha
LUMO energy: -2.4 eV
Total charge: +1

Each line ends with the Mulliken charge.
Element x y z (Å)
1 C -3.28 -0.09 -0.01  -1.5409
2 C -1.82 0.35 -0.29  0.9679
3 C -1.60 0.48 -1.76  -1.3688
4 C -0.89 -0.70 0.29  -1.1906
5 N 0.60 -0.39 0.18  0.6963
6 C 1.05 0.92 0.69  -0.4170
7 C 2.28 0.86 1.59  -0.9121
8 O 3.48 0.56 0.82  -0.5203
9 C 1.31 -0.66 -1.06  -0.4621
10 C 1.47 -1.60 0.17  -0.4960
11 H -3.96 0.68 -0.42  0.3978
12 H -3.50 -1.04 -0.51  0.3774
13 H -3.53 -0.16 1.05  0.4141
14 H -1.63 1.30 0.19  0.2329
15 H -1.74 -0.49 -2.26  0.3071
16 H -0.58 0.87 -1.96  0.3388
17 H -2.24 1.27 -2.21  0.4005
18 H -1.15 -0.81 1.35  0.2699
19 H -1.11 -1.68 -0.19  0.4263
20 H 0.22 1.36 1.25  0.4050
21 H 1.23 1.59 -0.17  0.3235
22 H 2.14 0.11 2.38  0.3720
23 H 2.43 1.83 2.08  0.4970
24 H 4.29 0.79 1.32  0.3154
25 H 0.78 -1.10 -1.92  0.3349
26 H 2.21 -0.06 -1.30  0.2576
27 H 1.09 -2.63 0.04  0.3172
28 H 2.46 -1.55 0.67  0.2562


(2)
Entry from the Open Molecules 2025 dataset: a molecular structure, C15H11AuN3Se2Te2 (ωB97M-V/def2-TZVPD).

Computed properties:
<S²>: 2.014
Frontier orbital gap (spin up / spin down): 0.240 / 0.210 Ha
2S+1: 3
LUMO energy (spin up / spin down): -3.7 / -4.7 eV
Total charge: +1

Each line ends with the Löwdin spin population.
Element x y z (Å)
1 Au 0.99 -0.67 -0.96  0.4686
2 C 3.04 -2.17 2.79  0.0024
3 C 2.30 -1.57 3.80  -0.0027
4 C 1.29 -0.68 3.46  0.0036
5 C 1.04 -0.41 2.12  0.0084
6 N 1.77 -1.00 1.16  0.0929
7 C 2.73 -1.86 1.48  0.0041
8 C -0.03 0.52 1.68  0.0033
9 C -0.83 1.26 2.55  0.0011
10 C -1.81 2.08 2.02  -0.0014
11 C -1.98 2.15 0.65  0.0011
12 C -1.15 1.40 -0.17  0.0046
13 N -0.22 0.62 0.37  0.0506
14 C -1.23 1.39 -1.65  0.0086
15 C -2.16 2.15 -2.36  0.0036
16 C -2.18 2.07 -3.75  -0.0030
17 C -1.28 1.25 -4.40  0.0028
18 C -0.38 0.53 -3.63  0.0037
19 N -0.36 0.60 -2.31  0.1007
20 H 3.83 -2.87 3.02  0.0004
21 H 2.50 -1.78 4.84  -0.0002
22 H 0.71 -0.21 4.24  0.0009
23 H 3.26 -2.31 0.65  0.0023
24 H -0.69 1.20 3.62  0.0004
25 H -2.44 2.66 2.68  -0.0001
26 H -2.75 2.79 0.23  0.0004
27 H -2.86 2.78 -1.85  0.0009
28 H -2.90 2.66 -4.30  -0.0002
29 H -1.27 1.17 -5.48  0.0004
30 H 0.34 -0.15 -4.08  0.0006
31 Se 2.24 -1.93 -2.73  0.2114
32 Te 2.16 -4.25 -1.94  0.0820
33 Te -0.53 -4.61 -1.61  0.4019
34 Se -1.14 -2.79 -0.16  0.5461


(3)
Entry from the Open Molecules 2025 dataset: C6H9ClS in the gas phase at a distorted geometry (ωB97M-V/def2-TZVPD).

Computed properties:
SMILES string: C/C(C=S)=C\[C@@H](C)Cl
Frontier orbital gap: 0.284 Ha
LUMO energy: -1.1 eV
Total charge: 0

Each line ends with the Mulliken charge.
Element x y z (Å)
1 C -1.86 0.17 0.01  -1.3821
2 C -0.55 -0.55 -0.20  1.0783
3 C -0.55 -1.76 -0.94  -0.6044
4 S -1.83 -2.74 -1.21  -0.2179
5 C 0.66 -0.08 0.20  -0.6062
6 C 1.05 1.04 1.05  0.2101
7 C 2.43 0.76 1.70  -1.3367
8 Cl 1.08 2.64 0.14  -0.2087
9 H -2.54 0.15 -0.90  0.3489
10 H -2.34 -0.42 0.82  0.3532
11 H -1.79 1.15 0.37  0.3880
12 H 0.41 -2.15 -1.14  0.3174
13 H 1.49 -0.50 -0.33  0.2465
14 H 0.34 1.28 1.84  0.3515
15 H 2.70 1.53 2.44  0.3699
16 H 2.41 -0.27 2.04  0.3558
17 H 3.23 0.81 0.92  0.3363


(4)
Entry from the Open Molecules 2025 dataset: a molecular structure, C8H18F6N5O4S2Tc at a distorted geometry (ωB97M-V/def2-TZVPD).

Computed properties:
<S²>: 0.758
Frontier orbital gap (spin up / spin down): 0.243 / 0.265 Ha
2S+1: 2
LUMO energy (spin up / spin down): -14.4 / -13.9 eV
Total charge: +3

Each line ends with the Löwdin spin population.
Element x y z (Å)
1 Tc 0.07 0.56 0.00  0.9132
2 N -0.90 2.20 1.02  -0.0013
3 C -1.75 1.71 2.15  0.0040
4 C -1.04 0.54 2.84  0.0047
5 N -0.36 -0.39 1.86  -0.0036
6 C -1.21 -1.60 1.58  0.0028
7 C -2.37 -1.19 0.70  -0.0005
8 N -1.81 -0.40 -0.44  -0.0174
9 C 0.96 -0.86 2.43  0.0008
10 C 1.96 0.28 2.42  -0.0002
11 N 1.97 0.88 1.06  -0.0168
12 H -1.48 2.76 0.39  0.0007
13 H -0.22 2.88 1.38  0.0011
14 H -1.92 2.50 2.88  -0.0003
15 H -2.72 1.43 1.75  0.0001
16 H -0.29 0.93 3.52  0.0003
17 H -1.76 -0.02 3.44  -0.0001
18 H -0.59 -2.34 1.07  0.0000
19 H -1.56 -2.05 2.51  0.0003
20 H -2.89 -2.08 0.34  -0.0008
21 H -3.10 -0.59 1.24  0.0000
22 H -1.50 -1.04 -1.19  0.0003
23 H -2.54 0.17 -0.87  0.0000
24 H 0.82 -1.25 3.44  0.0000
25 H 1.33 -1.67 1.79  -0.0002
26 H 1.72 1.06 3.15  0.0001
27 H 2.94 -0.10 2.69  -0.0006
28 H 2.38 1.82 1.09  -0.0003
29 H 2.60 0.33 0.46  -0.0003
30 F 3.42 -2.17 -2.01  -0.0001
31 C 2.31 -2.63 -2.57  -0.0005
32 F 1.81 -3.63 -1.89  0.0006
33 F 2.45 -2.89 -3.82  -0.0003
34 S 1.06 -1.22 -2.32  0.0026
35 O 1.21 -0.94 -0.83  0.0622
36 O -0.32 -1.54 -2.60  0.0011
37 N 1.65 -0.02 -3.10  0.0180
38 S 0.97 1.40 -3.09  0.0024
39 O 1.80 2.46 -3.47  -0.0018
40 O 0.36 1.56 -1.69  0.0275
41 C -0.61 1.32 -4.18  0.0016
42 F -0.78 2.46 -4.76  0.0009
43 F -1.62 1.05 -3.34  0.0002
44 F -0.45 0.35 -5.03  -0.0002


(5)
Entry from the Open Molecules 2025 dataset: 9 unconnected molecules or ions with the total composition C22H44Cl2F6O21P at a distorted geometry (ωB97M-V/def2-TZVPD).

Computed properties:
<S²>: 0.758
Frontier orbital gap (spin up / spin down): 0.357 / 0.108 Ha
2S+1: 2
LUMO energy (spin up / spin down): -0.2 / -7.0 eV
Total charge: 0

Each line ends with the Löwdin spin population.
Element x y z (Å)
1 P -0.09 0.58 -0.86  0.0000
2 F 0.20 2.14 -1.01  0.0000
3 F 0.98 0.15 -2.05  0.0000
4 F 1.13 0.23 0.22  0.0001
5 F -0.57 -1.01 -0.85  0.0002
6 F -1.20 0.75 0.36  0.0000
7 F -1.24 0.75 -2.04  0.0000
8 C 1.15 -7.58 -3.40  0.0009
9 O 0.75 -6.29 -3.06  0.0352
10 C 0.19 -6.02 -1.88  0.0182
11 O 0.07 -6.83 -0.98  0.3116
12 O -0.12 -4.71 -1.75  0.0041
13 C 0.02 -3.77 -2.78  0.0034
14 H 1.86 -8.02 -2.70  0.0005
15 H 1.50 -7.48 -4.42  0.0005
16 H 0.38 -8.32 -3.63  0.0002
17 H 1.09 -3.55 -2.82  -0.0002
18 H -0.49 -2.84 -2.55  0.0020
19 H -0.46 -4.08 -3.71  0.0001
20 C 3.83 -0.22 2.37  0.0000
21 O 3.53 -0.88 3.53  0.0000
22 C 4.11 -2.11 3.58  0.0000
23 O 4.73 -2.66 2.69  0.0000
24 O 3.70 -2.61 4.75  0.0000
25 C 4.22 -3.86 5.20  0.0000
26 H 4.81 0.25 2.39  0.0000
27 H 3.06 0.55 2.33  0.0000
28 H 3.87 -0.77 1.43  0.0000
29 H 3.54 -4.67 4.92  0.0000
30 H 4.45 -3.88 6.26  0.0000
31 H 5.21 -4.15 4.83  0.0000
32 C -7.26 2.84 -6.07  0.0000
33 O -5.94 2.88 -5.62  0.0000
34 C -5.66 2.06 -4.64  0.0000
35 O -6.42 1.20 -4.12  0.0000
36 O -4.41 2.24 -4.37  0.0000
37 C -3.81 1.70 -3.17  0.0000
38 H -7.34 3.55 -6.90  0.0000
39 H -7.96 3.12 -5.28  0.0000
40 H -7.72 1.89 -6.34  0.0000
41 H -3.75 0.63 -3.37  0.0000
42 H -4.49 1.88 -2.34  0.0000
43 H -2.88 2.18 -2.88  0.0000
44 C 6.54 3.56 -2.81  0.0000
45 O 5.83 3.90 -1.65  0.0000
46 C 4.49 4.06 -1.65  0.0000
47 O 3.91 4.49 -0.63  0.0000
48 O 3.92 3.64 -2.78  0.0000
49 C 2.51 3.18 -2.77  0.0000
50 H 6.50 4.48 -3.39  0.0000
51 H 6.07 2.77 -3.40  0.0000
52 H 7.58 3.31 -2.60  0.0000
53 H 1.82 3.96 -2.46  0.0000
54 H 2.59 2.32 -2.10  0.0000
55 H 2.26 2.87 -3.78  0.0000
56 C 1.03 3.17 1.58  0.0000
57 O 0.24 4.14 2.22  0.0000
58 C -0.87 4.72 1.71  0.0000
59 O -1.53 5.50 2.40  0.0000
60 O -1.15 4.11 0.54  0.0000
61 C -2.43 4.11 -0.01  0.0000
62 H 1.36 3.54 0.61  0.0000
63 H 0.50 2.22 1.46  0.0000
64 H 1.90 3.10 2.24  0.0000
65 H -3.21 4.56 0.60  0.0000
66 H -2.72 3.06 -0.04  0.0000
67 H -2.36 4.41 -1.06  0.0000
68 C -0.60 1.03 3.48  0.0000
69 O -1.58 1.58 4.36  0.0000
70 C -1.18 1.71 5.62  0.0000
71 O -0.05 1.54 6.06  0.0000
72 O -2.29 2.12 6.28  0.0000
73 C -2.34 2.19 7.72  0.0000
74 H -0.92 1.20 2.45  0.0000
75 H -0.45 -0.03 3.68  0.0000
76 H 0.37 1.52 3.50  0.0000
77 H -1.84 1.34 8.18  0.0000
78 H -3.34 2.24 8.17  0.0000
79 H -1.75 3.06 8.02  0.0000
80 C -2.69 -4.38 3.30  0.0003
81 O -1.52 -3.83 2.58  0.0785
82 C -0.79 -4.67 1.70  0.0327
83 O -0.90 -5.85 1.44  0.4913
84 O 0.09 -3.94 1.16  0.0097
85 C 0.49 -2.54 1.52  0.0069
86 H -3.43 -4.54 2.52  0.0002
87 H -3.15 -3.61 3.92  0.0011
88 H -2.62 -5.29 3.90  0.0006
89 H 1.18 -2.71 2.35  0.0003
90 H -0.33 -1.90 1.86  -0.0001
91 H 1.01 -2.18 0.64  0.0014
92 C -0.61 0.31 -5.02  0.0000
93 Cl -0.64 1.07 -6.62  0.0000
94 Cl 0.53 -1.00 -5.10  0.0001
95 H -0.32 1.09 -4.32  0.0000
96 H -1.65 0.01 -4.87  0.0000


(6)
Entry from the Open Molecules 2025 dataset: a molecular structure, C30H15Cl7CuN6 at a distorted geometry (ωB97M-V/def2-TZVPD).

Computed properties:
<S²>: 0.781
Frontier orbital gap (spin up / spin down): 0.182 / 0.184 Ha
2S+1: 2
LUMO energy (spin up / spin down): 4.2 / 4.2 eV
Total charge: -2

Each line ends with the Löwdin spin population.
Element x y z (Å)
1 Cu -0.04 0.78 0.10  0.0006
2 C 4.02 -1.00 -0.16  0.0103
3 C 4.12 -1.93 0.82  0.0012
4 C 3.12 -2.13 1.79  0.0130
5 C 1.94 -1.40 1.62  0.0015
6 N 1.75 -0.54 0.65  0.0141
7 C 2.80 -0.16 -0.23  0.0102
8 N 0.90 -1.69 2.55  0.0014
9 C -0.09 -0.90 2.71  -0.0016
10 N -0.37 0.30 2.07  -0.0001
11 C -1.36 0.93 2.70  -0.0005
12 N -1.80 2.16 2.55  -0.0007
13 C -1.25 3.06 1.67  -0.0001
14 C -1.77 4.37 1.75  -0.0001
15 C -1.28 5.37 0.95  -0.0001
16 C -0.25 5.08 0.06  -0.0002
17 C 0.20 3.78 0.01  0.0000
18 N -0.27 2.79 0.78  -0.0004
19 C -1.91 0.05 3.77  -0.0003
20 C -2.95 0.20 4.67  0.0000
21 C -3.20 -0.83 5.57  -0.0002
22 C -2.40 -1.98 5.57  0.0000
23 C -1.34 -2.11 4.68  -0.0002
24 C -1.11 -1.09 3.78  -0.0001
25 H 4.74 -0.90 -0.96  0.0014
26 H 5.00 -2.57 0.84  -0.0003
27 H 3.23 -2.83 2.61  0.0011
28 H 2.98 0.92 -0.17  0.0019
29 H -2.56 4.55 2.47  0.0000
30 H -1.69 6.38 1.01  0.0000
31 H 0.18 5.83 -0.60  0.0000
32 H 0.98 3.49 -0.69  0.0000
33 H -3.56 1.10 4.65  0.0000
34 H -4.02 -0.75 6.27  0.0000
35 H -2.61 -2.77 6.28  0.0000
36 H -0.71 -2.99 4.67  0.0000
37 Cl -2.70 2.39 -1.16  0.0002
38 C -1.77 1.70 -2.49  -0.0004
39 C -0.66 0.94 -2.24  -0.0012
40 C 0.00 0.31 -3.27  0.0067
41 Cl 1.34 -0.73 -2.81  0.0869
42 C -0.51 0.51 -4.55  0.0033
43 Cl 0.15 -0.31 -5.97  0.0126
44 C -1.62 1.30 -4.82  0.0010
45 Cl -2.23 1.51 -6.43  0.0013
46 C -2.27 1.93 -3.76  -0.0007
47 Cl -3.64 2.95 -4.06  -0.0003
48 Cl 2.69 0.62 -3.93  0.0150
49 C 1.53 -1.87 -3.87  0.1086
50 C 1.91 -3.10 -4.32  0.2425
51 C 1.66 -4.20 -3.39  0.0081
52 C 0.77 -4.21 -2.37  0.1354
53 C -0.16 -3.10 -2.00  0.0284
54 Cl -1.56 -3.46 -1.04  0.0133
55 C 0.39 -1.92 -2.18  0.1762
56 N 2.03 -0.35 -1.56  0.0831
57 H 2.27 -3.28 -5.33  0.0183
58 H 2.21 -5.12 -3.55  0.0016
59 H 0.75 -5.08 -1.72  0.0083